Entry 1:
Formula: C5H6N2
Source: the Open Molecules 2025 dataset
Level of theory: ωB97M-V/def2-TZVPD

Last column: Löwdin charge in e.
Atoms and positions in Å:
N (-2.152, -1.496, -0.120)  0.163
C (-1.032, -1.455, -0.414)  -0.179
C (0.353, -0.966, -0.492)  -0.258
C (0.363, 0.442, -1.141)  -0.084
C (0.521, 0.983, 0.272)  -0.226
C (-0.341, 0.404, 1.325)  -0.112
N (0.813, -0.379, 0.845)  0.023
H (1.040, -1.722, -0.891)  0.139
H (-0.493, 0.741, -1.752)  0.113
H (1.286, 0.588, -1.708)  0.112
H (1.160, 1.838, 0.481)  0.129
H (-1.313, -0.028, 1.136)  0.067
H (-0.259, 0.800, 2.336)  0.114

Summary:
**SMILES**: N#C[C@H]1C[C@H]2CN21
**HOMO energy**: -9.836 eV
**LUMO level**: 0.035 Eh
**Spin multiplicity**: 1
**Electronic energy**: -8259.609 eV

Entry 2:
Formula: C3H5ClS
Source: the Open Molecules 2025 dataset
Level of theory: ωB97M-V/def2-TZVPD

Last column: Löwdin charge in e.
Atoms and positions in Å:
C (-0.134, -0.061, 1.886)  -0.473
S (0.870, 0.626, 0.611)  0.821
C (0.005, -0.118, -0.771)  -0.500
C (0.333, 0.299, -2.017)  -0.661
Cl (-0.357, -0.457, -3.425)  0.567
H (-0.042, -1.114, 1.856)  0.014
H (-1.244, 0.316, 1.932)  0.092
H (0.332, 0.227, 2.813)  0.018
H (-0.765, -0.851, -0.660)  0.063
H (1.003, 1.135, -2.225)  0.060

Summary:
**SMILES**: CS/C=C/Cl
**HOMO energy**: -8.306 eV
**LUMO level**: 0.032 Eh
**Spin multiplicity**: 1
**Electronic energy**: -26548.738 eV

Entry 3:
Formula: C2H12NO3
Source: the Open Molecules 2025 dataset
Level of theory: ωB97M-V/def2-TZVPD

Last column: Löwdin charge in e.
Atoms and positions in Å:
C (-1.677, -0.031, 1.187)  -0.195
O (-1.857, -0.988, 0.138)  -0.071
C (-0.180, 0.092, 1.459)  -0.094
N (0.544, 0.324, 0.123)  0.202
H (-2.243, -0.440, 2.029)  0.141
H (-2.112, 0.892, 0.820)  0.131
H (-1.929, -1.879, 0.467)  0.102
H (0.060, 0.863, 2.187)  0.137
H (0.204, -0.892, 1.738)  0.135
H (0.362, 1.301, -0.091)  0.169
H (0.100, -0.368, -0.499)  0.134
H (1.559, 0.182, 0.120)  0.114
H (4.105, 0.298, 1.101)  0.059
H (3.898, 1.442, 0.184)  0.049
O (3.455, 0.676, 0.516)  -0.022
H (-0.847, -0.679, -3.701)  0.044
H (-1.560, -0.416, -2.378)  0.021
O (-0.861, -0.081, -2.955)  -0.054

Summary:
**HOMO energy**: -14.859 eV
**Net charge**: +1
**LUMO level**: -0.112 Eh
**Spin multiplicity**: 1
**Electronic energy**: -9894.961 eV

Entry 4:
Formula: C4H8S5
Source: the Open Molecules 2025 dataset
Level of theory: ωB97M-V/def2-TZVPD

Last column: Löwdin charge in e.
Atoms and positions in Å:
S (0.387, 2.196, 0.288)  0.696
C (0.858, 0.539, -0.164)  -1.208
S (1.067, 0.158, -1.855)  0.754
C (1.368, -0.221, 0.794)  -1.169
S (2.081, -1.828, 0.639)  0.708
S (1.523, 0.294, 2.496)  0.722
H (-0.407, 2.705, -0.781)  -0.064
H (2.113, 1.014, -1.807)  -0.082
H (2.313, -2.010, -0.714)  -0.129
H (0.378, -0.043, 2.874)  -0.234
C (-1.482, -1.101, -1.155)  -0.132
C (-1.607, -0.110, -0.277)  -0.703
S (-1.773, -0.353, 1.433)  0.778
H (-1.414, -0.809, -2.203)  0.042
H (-0.884, -1.983, -0.713)  0.094
H (-1.932, 0.872, -0.526)  0.034
H (-2.587, 0.680, 1.671)  -0.107

Summary:
**SMILES**: SC(S)=C(S)S.C=CS
**HOMO energy**: -8.235 eV
**LUMO level**: 0.012 Eh
**Spin multiplicity**: 1
**Electronic energy**: -58450.806 eV

Entry 5:
Formula: C14H22Cl2N3O3P
Source: the Open Molecules 2025 dataset
Level of theory: ωB97M-V/def2-TZVPD

Last column: Löwdin charge in e.
Atoms and positions in Å:
N (1.299, 0.642, 2.842)  -0.179
P (1.168, -0.480, 4.090)  0.808
O (2.324, 0.118, 5.105)  -0.311
C (2.044, -2.014, 3.475)  -0.388
C (3.012, -1.998, 2.446)  -0.114
N (3.638, -3.049, 2.005)  0.135
C (3.283, -4.211, 2.625)  -0.238
C (3.908, -5.422, 2.249)  -0.597
Cl (5.116, -5.424, 1.007)  0.693
C (3.594, -6.604, 2.846)  -0.097
C (2.612, -6.652, 3.852)  -0.092
C (1.985, -5.502, 4.227)  -0.599
Cl (0.770, -5.544, 5.458)  0.699
C (2.307, -4.257, 3.632)  -0.237
N (1.682, -3.123, 4.058)  0.104
H (0.585, 0.523, 2.130)  0.006
H (2.224, 0.744, 2.439)  0.029
H (2.864, -0.599, 5.455)  0.044
H (3.253, -1.050, 1.985)  0.096
H (4.080, -7.520, 2.562)  0.107
H (2.358, -7.576, 4.342)  0.108
C (-0.703, 2.178, -1.894)  -0.063
C (-0.708, 2.212, -0.376)  -0.482
C (-0.242, 3.558, 0.156)  -0.060
O (0.125, 1.168, 0.146)  -0.083
H (0.310, 2.339, -2.276)  0.083
H (-1.038, 1.208, -2.259)  0.082
H (-1.357, 2.943, -2.308)  0.063
H (-1.713, 2.003, -0.010)  0.140
H (0.784, 3.761, -0.166)  0.081
H (-0.248, 3.564, 1.246)  0.079
H (-0.881, 4.365, -0.202)  0.080
H (1.022, 1.329, -0.166)  0.087
C (-4.512, 4.432, -4.839)  -0.064
C (-3.589, 3.225, -4.903)  -0.497
C (-4.081, 2.200, -5.914)  -0.063
O (-3.470, 2.626, -3.612)  -0.066
H (-5.514, 4.130, -4.524)  0.081
H (-4.145, 5.156, -4.110)  0.079
H (-4.590, 4.924, -5.809)  0.080
H (-2.583, 3.549, -5.174)  0.138
H (-5.070, 1.830, -5.631)  0.081
H (-3.409, 1.342, -5.946)  0.079
H (-4.147, 2.629, -6.914)  0.080
H (-4.346, 2.327, -3.344)  0.089

Summary:
**SMILES**: NP(O)c1cnc2c(Cl)ccc(Cl)c2n1.CC(C)O.CC(C)O
**HOMO energy**: -8.533 eV
**LUMO level**: -0.025 Eh
**Spin multiplicity**: 1
**Electronic energy**: -59822.065 eV

Entry 6:
Formula: C7H11Cl2FO6
Source: the Open Molecules 2025 dataset
Level of theory: ωB97M-V/def2-TZVPD

Last column: Löwdin charge in e.
Atoms and positions in Å:
O (-2.218, 1.977, -0.976)  0.138
C (-1.207, 1.548, -1.525)  -0.567
O (-0.216, 2.344, -1.879)  0.120
C (0.838, 1.543, -2.269)  -0.084
C (0.233, 0.194, -2.530)  -0.308
F (0.991, -0.760, -1.999)  0.088
O (-0.936, 0.293, -1.756)  0.171
H (1.358, 1.848, -3.176)  0.144
H (1.592, 1.530, -1.481)  0.121
H (0.186, -0.082, -3.583)  0.177
C (-1.726, 1.096, 2.314)  -0.053
O (-0.876, 0.234, 1.578)  -0.059
C (-1.374, -0.979, 1.060)  -0.488
O (-2.530, -1.341, 1.040)  0.137
O (-0.312, -1.731, 0.597)  -0.051
C (-0.414, -2.942, -0.143)  -0.057
H (-2.357, 1.625, 1.600)  0.086
H (-1.127, 1.785, 2.910)  0.096
H (-2.385, 0.557, 2.995)  0.095
H (0.464, -3.583, -0.055)  0.094
H (-0.649, -2.926, -1.207)  0.089
H (-1.231, -3.499, 0.314)  0.090
Cl (2.955, 1.941, 1.247)  0.449
C (2.657, 0.163, 1.619)  -0.970
Cl (4.116, -0.602, 2.272)  0.509
H (1.863, 0.032, 2.353)  0.021
H (2.306, -0.262, 0.678)  0.011

Summary:
**SMILES**: O=C1OC[C@@H](F)O1.COC(=O)OC.ClCCl
**HOMO energy**: -10.919 eV
**LUMO level**: 0.020 Eh
**Spin multiplicity**: 1
**Electronic energy**: -47483.882 eV

Question: The lowest LUMO level belongs to which entry?
Answer: C2H12NO3